Record 1
18
Properties=species:S:1:pos:R:3 method="wB97M-V/def2-TZVPD" orbital_gap_ev=6.88 charge=-2 max_force_ev_per_a=2.553 homo_ev=-0.462 relative_energy_ev=0.000
C -1.65570 0.12257 0.13502
C 0.38535 0.18435 1.30337
C -1.63452 0.91269 -1.15218
C -3.06561 -0.25505 0.46406
O -0.97258 2.68708 -3.01557
O 0.71635 0.87231 -2.82224
O -1.13415 -0.84659 -0.64771
O 0.48640 2.61757 -0.86341
O -2.74736 1.14951 -1.65504
O -0.99765 0.47728 1.38750
F -3.03475 -1.12196 1.45638
F -3.87895 0.74117 0.90489
F -3.77024 -0.85697 -0.54948
P -0.09303 1.73923 -1.91380
H 0.61644 0.34713 0.30873
H 0.51378 -0.93809 1.49866
H 0.80994 0.95624 2.02405
H -1.49969 1.90421 -3.33335

=====

Record 2
19
Properties=species:S:1:pos:R:3 method="wB97M-V/def2-TZVPD" s_squared=2.00 orbital_gap_ev="5.49 / 7.88" max_force_ev_per_a=3.220 spin_multiplicity=3 homo_ev="-4.775 / -9.775" relative_energy_ev=1.485
C -0.65874 2.99132 -3.35748
C 0.68345 -0.72550 2.07377
C -1.23126 -0.25431 0.25671
C 0.51942 -2.00611 0.03972
C 0.20500 -0.63876 0.59898
N -0.79109 3.50227 -2.33072
O 0.99107 1.88180 0.27164
S 1.30565 0.43607 -0.49649
H -0.56519 2.45400 -4.24473
H 0.27455 2.25644 -0.20363
H 0.67664 0.24726 2.49031
H -0.08021 -1.33371 2.55109
H 1.72340 -1.03885 2.08433
H -1.68013 0.77258 0.46253
H -2.02342 -0.99933 0.78406
H -1.19679 -0.32541 -0.89275
H -0.15587 -2.60038 0.58222
H 0.41092 -2.20710 -1.04011
H 1.59260 -2.41226 0.37053

=====

Number 1: E -1247.275928 Ha. Number 2: E -725.068116 Ha.